{"formula": "C40H54IrN4Si2", "method": "ωB97M-V/def2-TZVPD", "total_charge": 2, "e_tot_ev": -66897.765, "spin_multiplicity": 6, "s_squared": 8.81, "de_lowest_kcal_mol": 11.5, "homo_lumo_gap_ha": [0.26759, 0.25954], "elements": ["Ir", "C", "C", "C", "C", "N", "C", "C", "C", "C", "C", "C", "N", "C", "C", "C", "C", "C", "N", "H", "H", "H", "H", "H", "H", "H", "H", "H", "H", "H", "C", "C", "C", "C", "C", "C", "C", "C", "N", "C", "C", "C", "C", "C", "C", "C", "C", "C", "C", "H", "H", "H", "H", "H", "H", "H", "H", "H", "H", "H", "H", "H", "H", "H", "H", "H", "H", "H", "H", "H", "H", "H", "H", "C", "Si", "C", "C", "C", "Si", "C", "C", "C", "H", "H", "H", "H", "H", "H", "H", "H", "H", "H", "H", "H", "H", "H", "H", "H", "H", "H", "H"], "positions_angstrom": [[0.4706, -0.8383, -0.1970], [-3.0118, -3.6506, -0.2052], [-3.4652, -3.6115, 1.1033], [-2.7819, -2.8410, 2.0315], [-1.6690, -2.1201, 1.6304], [-1.2311, -2.1710, 0.3591], [-1.8852, -2.9176, -0.5300], [-0.8704, -1.2827, 2.5615], [-1.2749, -0.9768, 3.8509], [-0.4079, -0.2632, 4.6641], [0.8529, 0.0608, 4.1939], [1.1913, -0.2894, 2.8929], [0.3156, -0.8811, 2.0898], [2.5418, -0.1031, 2.3024], [3.6232, 0.3145, 3.1210], [4.8572, 0.6261, 2.5287], [5.0155, 0.4092, 1.2001], [3.9654, -0.2878, 0.4096], [2.6539, -0.3640, 1.0333], [-3.5082, -4.2429, -0.9606], [-4.3378, -4.1763, 1.4024], [-3.1185, -2.8145, 3.0571], [-1.4865, -2.9202, -1.5357], [-2.2430, -1.2794, 4.2207], [-0.7018, 0.0100, 5.6687], [1.5512, 0.5776, 4.8338], [3.4938, 0.4227, 4.1861], [5.6530, 1.0467, 3.1285], [5.9335, 0.6683, 0.6878], [3.8353, 0.2237, -0.5458], [3.1177, 3.8020, 0.9484], [1.7468, 3.3100, 1.3231], [1.0937, 3.8248, 2.4424], [-0.1846, 3.4100, 2.8058], [-0.8762, 3.9890, 4.0096], [-0.8335, 2.4700, 2.0151], [-0.1936, 1.9148, 0.9035], [1.1048, 2.3339, 0.5798], [-0.7696, 0.9377, 0.0874], [-2.1046, 1.1693, -0.5187], [-3.2726, 0.7078, 0.3815], [-4.6097, 0.9619, -0.3292], [-4.7576, 2.4521, -0.6430], [-3.6182, 2.8911, -1.5665], [-3.6651, 2.0844, -2.8656], [-3.5202, 0.5960, -2.5379], [-4.6623, 0.1508, -1.6243], [-2.1823, 0.3663, -1.8271], [-2.2809, 2.6632, -0.8550], [3.2147, 4.8683, 1.1459], [3.3300, 3.6307, -0.1071], [3.8851, 3.2885, 1.5302], [1.5893, 4.5834, 3.0382], [-0.1983, 4.6018, 4.6003], [-1.2765, 3.2028, 4.6517], [-1.7142, 4.6177, 3.7047], [-1.8261, 2.1464, 2.2923], [1.5761, 1.9171, -0.3042], [-3.2707, 1.2399, 1.3323], [-3.1803, -0.3584, 0.5927], [-5.4124, 0.6435, 0.3400], [-4.7386, 3.0368, 0.2815], [-5.7216, 2.6370, -1.1213], [-3.7131, 3.9558, -1.7873], [-2.8644, 2.4035, -3.5398], [-4.6106, 2.2616, -3.3826], [-3.5296, 0.0092, -3.4593], [-4.5776, -0.9199, -1.4051], [-5.6223, 0.3029, -2.1220], [-1.3668, 0.6655, -2.4874], [-2.0685, -0.6998, -1.6123], [-2.2443, 3.2640, 0.0557], [-1.4493, 2.9844, -1.4914], [3.1886, -3.6729, -2.9838], [1.4767, -3.5122, -2.2473], [1.4519, -4.2925, -0.5445], [0.2993, -4.4315, -3.3747], [0.8973, -1.6902, -2.2012], [1.8360, -0.2532, -2.5890], [4.4399, -1.7201, 0.0823], [3.6512, -0.2950, -2.9421], [1.1609, 1.3768, -3.1737], [3.3491, -4.7337, -3.1951], [4.0013, -3.3610, -2.3266], [3.2843, -3.1398, -3.9321], [1.6632, -5.3604, -0.6467], [0.4780, -4.2013, -0.0588], [2.2029, -3.8777, 0.1284], [0.7527, -5.3900, -3.6381], [0.1089, -3.8975, -4.3079], [-0.6613, -4.6615, -2.9095], [-0.1106, -1.6134, -2.6275], [3.6888, -2.2161, -0.5314], [4.5816, -2.2855, 1.0032], [5.3860, -1.6929, -0.4587], [4.1814, -1.1520, -2.5403], [4.1714, 0.6268, -2.6846], [3.6953, -0.3707, -4.0372], [0.3139, 1.7293, -2.5898], [0.8555, 1.3159, -4.2218], [1.9527, 2.1262, -3.1100]], "atomic_forces_ev_per_a": [[0.80, 0.26, 0.11], [0.04, 0.00, 0.03], [0.01, 0.02, -0.02], [-0.05, -0.02, 0.01], [0.03, 0.05, -0.12], [-0.07, -0.01, 0.13], [-0.05, -0.09, 0.02], [0.01, -0.05, -0.09], [0.02, 0.07, 0.06], [-0.01, -0.04, -0.05], [0.01, -0.01, -0.01], [-0.01, 0.09, 0.10], [-0.41, -0.39, -0.02], [0.15, 0.07, -0.05], [0.00, 0.01, 0.00], [-0.05, 0.03, -0.02], [0.01, 0.02, 0.01], [0.02, -0.17, -0.02], [-0.16, 0.03, -0.05], [0.00, 0.01, 0.00], [0.01, 0.00, 0.00], [0.03, 0.01, 0.01], [-0.01, -0.04, -0.01], [0.00, -0.01, -0.01], [0.00, 0.00, 0.00], [0.01, 0.00, -0.01], [-0.03, 0.03, -0.01], [0.01, 0.00, -0.01], [0.02, -0.04, 0.02], [-0.01, 0.10, -0.03], [-0.01, -0.03, -0.01], [0.02, 0.01, 0.02], [-0.01, -0.01, 0.00], [0.00, -0.01, -0.02], [0.00, 0.00, -0.02], [-0.01, -0.04, 0.05], [0.09, 0.02, -0.03], [-0.02, -0.02, 0.00], [-0.07, -0.01, -0.12], [0.02, 0.07, -0.10], [0.00, 0.02, 0.07], [-0.02, -0.02, 0.00], [0.03, -0.01, 0.00], [-0.03, 0.00, -0.01], [0.00, -0.03, 0.02], [-0.01, 0.04, -0.02], [0.00, 0.00, 0.01], [0.01, -0.02, 0.00], [-0.01, -0.01, 0.00], [0.02, 0.01, -0.01], [-0.02, 0.00, 0.00], [0.01, 0.00, 0.03], [0.00, 0.00, 0.00], [0.00, 0.00, 0.01], [0.00, 0.00, 0.00], [0.00, 0.00, 0.01], [-0.02, -0.01, 0.00], [0.02, 0.03, 0.01], [0.04, 0.01, 0.02], [0.05, -0.04, 0.03], [0.00, 0.00, 0.00], [-0.01, 0.00, 0.00], [0.00, 0.00, 0.00], [0.00, 0.00, -0.01], [0.00, 0.00, 0.00], [0.00, 0.00, -0.01], [0.00, 0.00, 0.00], [-0.01, 0.01, 0.00], [0.00, -0.01, -0.01], [0.01, -0.02, 0.00], [0.02, 0.05, 0.01], [0.00, -0.01, -0.04], [0.00, 0.03, 0.01], [0.01, -0.05, 0.02], [0.04, 0.04, -0.05], [-0.06, -0.03, -0.04], [-0.01, 0.02, 0.03], [-0.26, -0.04, -0.03], [-0.07, 0.12, -0.02], [-0.06, 0.09, 0.03], [0.05, -0.08, 0.00], [-0.04, -0.01, 0.07], [0.02, 0.01, -0.01], [-0.03, -0.01, -0.03], [-0.01, -0.02, 0.00], [0.02, 0.00, 0.01], [0.04, -0.03, -0.01], [0.03, 0.05, 0.03], [-0.01, -0.01, 0.00], [0.01, 0.01, 0.02], [-0.02, 0.05, 0.01], [-0.03, -0.02, 0.04], [0.02, -0.03, 0.06], [-0.02, -0.01, 0.00], [-0.01, -0.01, 0.00], [0.02, 0.01, 0.00], [-0.05, 0.04, 0.04], [0.00, -0.02, 0.01], [0.00, 0.02, -0.02], [0.00, -0.03, 0.00], [0.00, -0.01, -0.02]]}